No. 1
A single C8H14OS molecule at a distorted geometry. Source: the OMol25 dataset; level of theory: wB97M-V/def2-TZVPD.

XYZ file:
```
24
Properties=species:S:1:pos:R:3:forces:R:3
C 2.0227 0.5443 1.4960 -1.58 -0.03 -0.31
S 1.3347 -0.0095 0.0437 -0.88 2.07 -0.33
C 2.2232 -0.9769 -1.0176 -0.89 0.44 -2.16
C 0.7443 1.5948 -0.7318 -1.01 -3.01 -0.97
C -0.2789 2.1900 0.1281 -1.69 -0.44 -0.03
O -1.4357 1.2870 0.0683 0.59 1.63 0.78
C -1.3939 -0.0485 -0.0009 0.30 -0.91 0.38
C -2.8687 -0.3978 0.1595 -0.21 1.26 1.59
C -0.2778 -0.8289 -0.0856 -0.80 1.86 1.30
C -0.1276 -2.2706 0.0063 -0.66 -1.96 0.66
H 2.8879 -0.0102 1.6705 1.37 -1.03 0.33
H 1.3662 0.6152 2.3890 0.20 0.00 -0.97
H 2.9984 -0.3850 -1.5404 -0.04 -0.23 0.72
H 1.3800 -1.1536 -1.8374 1.76 0.13 1.53
H 0.5048 1.2910 -1.7840 -0.51 0.46 0.98
H 1.5283 2.2243 -0.7749 3.17 1.83 -0.03
H 0.1235 2.4165 1.1700 -0.69 -0.62 -1.13
H -0.7518 3.0809 -0.3121 0.61 0.03 0.34
H -3.3580 -1.1973 -0.3523 0.33 -0.95 -0.08
H -3.3647 0.5187 -0.1748 -0.07 -0.25 -0.23
H -3.1199 -0.3465 1.2817 0.48 -0.67 -1.53
H -0.0928 -2.7583 0.9788 -0.20 0.76 0.86
H 0.8572 -2.5009 -0.3272 0.44 -0.63 -0.94
H -0.9013 -2.8787 -0.4532 -0.03 0.26 -0.76
```
Forces are in eV/Å.

Summary:
- E (Eh) = -786.3824
- SMILES = C=S1(=C)CCOC(C)=C1C
- ΔE to the lowest compared entry with this formula, charge and spin (kcal/mol) = 161.3
- molecular weight (u) = 158.3
- maximum force (eV/A) = 3.7
- E_LUMO (eV) = 0.7667
- frontier orbital gap (Eh) = 0.3106

No. 2
18 unconnected molecules or ions with the total composition C60H166N10O28 at a distorted geometry. Source: the OMol25 dataset; level of theory: wB97M-V/def2-TZVPD.

XYZ file:
```
264
Properties=species:S:1:pos:R:3:forces:R:3
O -18.8689 3.3250 -5.0986 -0.29 0.16 0.35
H -18.8711 4.2740 -4.9342 0.07 -0.09 -0.08
H -19.6308 2.9779 -4.5945 0.11 -0.13 -0.12
O -14.7567 -3.7124 -0.8574 0.02 0.07 0.14
H -15.6674 -3.4617 -1.0647 -0.01 -0.04 -0.02
H -14.2703 -2.8735 -0.9897 -0.13 -0.08 -0.12
O -21.7358 -3.0827 -3.1057 0.01 -0.76 -0.03
H -22.4880 -3.5461 -2.7197 0.07 0.07 -0.05
H -21.1954 -3.7859 -3.5257 -0.19 0.32 -0.13
O -18.0122 -6.4187 -4.7109 -0.10 -0.31 0.30
H -17.1347 -6.7898 -4.8712 -0.06 0.18 0.02
H -18.4097 -6.9828 -4.0318 0.21 -0.06 -0.15
O -17.3920 1.3329 -6.5098 0.05 0.23 0.29
H -17.7337 2.1477 -6.1008 0.02 -0.21 -0.13
H -17.9580 0.6309 -6.1592 0.03 0.02 -0.37
O -21.3072 -0.5132 -2.3819 -0.11 -0.68 -0.26
H -21.5694 -1.4302 -2.6687 0.41 1.00 0.23
H -20.3330 -0.5570 -2.2933 0.04 0.10 -0.03
O -21.0183 2.0054 -3.5477 -0.09 -0.25 -0.08
H -21.2311 1.0559 -3.3750 0.16 0.38 0.15
H -21.7382 2.4937 -3.1363 0.04 -0.05 -0.01
O -20.4566 -5.0453 -4.7788 0.38 -0.06 0.14
H -20.6271 -4.9099 -5.7175 -0.02 0.02 0.09
H -19.5366 -5.3782 -4.7408 -0.37 0.23 -0.20
C -12.7694 -2.0176 -9.8059 0.84 0.15 0.03
O -13.9485 -2.0838 -10.5480 -0.53 -0.54 -0.17
C -15.0911 -2.0184 -9.7090 -0.09 1.01 0.09
C -16.3685 -2.2893 -10.4770 -0.57 -0.41 -0.70
N -17.5599 -2.6667 -9.6663 0.74 0.50 -0.01
C -17.9162 -1.5791 -8.7422 -0.23 -0.63 0.73
C -18.7449 -2.1059 -7.5752 -0.38 -0.18 0.04
O -18.8280 -1.1101 -6.5702 0.35 -0.30 0.07
C -19.4953 -1.5467 -5.4103 -0.55 0.93 0.43
H -11.9294 -2.0814 -10.4975 -0.09 -0.27 -0.09
H -12.6994 -2.8268 -9.0720 -0.02 -0.10 0.00
H -12.5981 -1.0701 -9.2758 -0.52 0.10 0.06
H -15.0792 -0.9828 -9.3443 -0.31 -0.17 0.52
H -15.0343 -2.7208 -8.8692 0.16 -0.06 0.04
H -16.1758 -3.1275 -11.1529 0.05 0.01 0.04
H -16.6909 -1.4528 -11.1099 0.66 0.26 -0.02
H -18.2744 -2.6786 -10.3855 -0.29 -0.43 0.28
H -18.4740 -0.7855 -9.2454 0.30 0.33 0.13
H -17.0194 -1.2141 -8.2416 0.07 0.39 -0.39
H -18.2932 -3.0077 -7.1528 0.25 -0.09 -0.10
H -19.7603 -2.3847 -7.8853 -0.09 0.01 -0.10
H -19.5156 -0.6948 -4.7242 -0.09 0.07 -0.11
H -19.0063 -2.3339 -4.8239 -0.05 -0.37 -0.59
H -20.5386 -1.7823 -5.6436 0.05 -0.34 0.12
C -11.4982 -2.3090 -4.9407 0.08 0.02 0.04
O -12.3624 -3.1614 -4.2181 0.32 0.45 0.30
C -11.9491 -3.3626 -2.8741 -0.62 -0.89 0.19
C -12.0596 -2.1720 -1.9559 1.61 1.19 0.58
N -13.3480 -1.5014 -1.9928 -0.10 -0.69 -0.38
C -13.3094 -0.0440 -1.8925 0.08 -0.68 0.22
C -12.8517 0.4261 -0.5150 0.62 0.32 -0.49
O -12.0410 1.5720 -0.7574 0.03 0.38 -0.22
C -11.7807 2.2975 0.4090 0.51 -0.47 1.42
H -11.9840 -2.1350 -5.8969 0.14 0.12 -0.10
H -10.5109 -2.7632 -5.0855 -0.08 -0.18 -0.10
H -11.3150 -1.3621 -4.4238 -0.27 0.08 -0.05
H -10.9446 -3.7955 -2.8847 0.14 0.18 0.25
H -12.6351 -4.1160 -2.4754 0.02 -0.12 -0.18
H -11.2265 -1.4596 -2.1195 -0.22 0.14 -0.58
H -11.7592 -2.4872 -0.9472 -0.54 -0.44 0.03
H -13.7356 -1.7231 -2.9097 -0.38 0.08 0.17
H -14.3235 0.2906 -2.1106 0.11 0.26 -0.08
H -12.5993 0.3429 -2.6343 -0.08 0.34 0.07
H -12.2121 -0.3304 -0.0440 -0.23 -0.12 0.14
H -13.6769 0.6682 0.1607 -0.08 -0.03 -0.04
H -10.9559 3.0088 0.3369 -0.31 0.27 -0.90
H -11.3803 1.6492 1.2060 -0.44 -0.25 -0.03
H -12.6748 2.7760 0.8182 0.01 0.11 -0.16
C -17.8878 -8.9637 0.3914 0.32 0.17 -0.21
O -17.3727 -8.9530 -0.9248 -0.09 -0.45 -0.15
C -16.2859 -8.0625 -1.1074 -0.38 -0.01 -0.14
C -15.2744 -8.6306 -2.0835 0.35 -0.29 0.94
N -14.5065 -9.7418 -1.5076 -0.24 0.07 -0.08
C -13.3814 -10.0799 -2.3837 -0.59 0.00 0.73
C -12.6642 -11.3010 -1.8227 0.22 0.75 -0.83
O -13.5273 -12.4041 -2.0427 0.77 -0.10 0.26
C -12.8726 -13.5908 -1.6745 -0.09 -0.97 0.43
H -18.7640 -9.6064 0.4022 -0.10 0.09 -0.03
H -18.1409 -7.9420 0.6931 -0.20 -0.06 0.17
H -17.1518 -9.3680 1.0936 0.03 0.05 0.04
H -15.8303 -7.8488 -0.1357 0.30 -0.05 -0.15
H -16.6660 -7.1129 -1.5093 0.03 0.02 0.05
H -14.5796 -7.8022 -2.2476 0.01 -0.09 -0.48
H -15.7358 -9.0063 -3.0049 -0.22 0.66 -0.24
H -15.1205 -10.5528 -1.5175 0.03 0.03 0.30
H -12.7642 -9.1810 -2.4424 0.34 -0.25 -0.03
H -13.7725 -10.3081 -3.3857 0.39 -0.10 -0.17
H -12.3719 -11.1735 -0.7757 -0.51 -0.01 0.21
H -11.7032 -11.4294 -2.3389 -0.12 -0.23 -0.31
H -11.9202 -13.7712 -2.1869 -0.04 0.37 -0.22
H -13.5082 -14.4513 -1.8902 -0.18 0.23 -0.14
H -12.6574 -13.6439 -0.5990 -0.05 0.27 0.02
C -20.3306 -5.1025 2.4137 -0.65 -0.81 -0.37
O -20.3748 -3.7651 2.0192 0.38 1.29 0.21
C -21.6175 -3.2674 1.5317 -0.41 -0.96 -0.80
C -21.6439 -1.7467 1.4604 0.47 -0.21 0.85
N -21.3556 -1.1705 2.7828 0.08 0.13 -0.66
C -22.3343 -1.4901 3.8378 1.31 -0.06 0.26
C -22.1082 -0.5251 5.0100 -0.96 -0.91 -0.48
O -21.0956 -1.1186 5.7963 0.11 0.34 0.12
C -20.8422 -0.4263 6.9929 0.42 -0.20 0.41
H -19.3121 -5.4838 2.3568 0.13 0.34 0.12
H -20.9170 -5.7366 1.7335 -0.04 0.07 -0.05
H -20.7283 -5.2795 3.4182 0.04 0.22 0.09
H -22.4499 -3.6425 2.1355 0.02 -0.02 0.17
H -21.7354 -3.6873 0.5238 -0.26 0.03 -0.08
H -22.5972 -1.3473 1.1113 -0.09 -0.35 -0.11
H -20.8846 -1.4294 0.7405 0.03 0.20 0.14
H -20.5089 -1.6633 3.0569 0.11 0.41 0.19
H -22.0230 -2.4695 4.2208 -0.82 -0.17 0.22
H -23.3682 -1.5127 3.4962 0.08 0.16 -0.20
H -23.0355 -0.4471 5.5925 0.05 0.09 0.16
H -21.8770 0.4552 4.5842 0.39 0.08 0.30
H -21.7183 -0.3440 7.6437 -0.31 0.30 -0.33
H -20.3865 0.5451 6.7905 -0.18 0.23 0.10
H -20.1385 -0.9979 7.6001 0.19 -0.13 -0.35
C -14.7311 3.2936 -3.7902 -0.95 -0.72 0.67
O -13.8018 3.8159 -4.6916 -0.39 0.20 -0.03
C -13.6242 2.9821 -5.7998 1.45 -0.85 -0.54
C -12.5756 3.5835 -6.7262 -1.14 0.45 -0.29
N -13.0597 4.8249 -7.3241 0.18 0.09 -0.04
C -12.1603 5.3448 -8.3364 0.07 -0.04 0.26
C -12.5418 6.7367 -8.8020 -0.69 -0.78 -0.65
O -12.7860 7.5786 -7.6987 0.96 0.19 -0.05
C -12.8667 8.9264 -8.0971 -0.55 0.12 0.15
H -14.5397 2.2377 -3.5538 0.33 0.04 -0.02
H -15.7739 3.2942 -4.1400 0.14 0.24 -0.45
H -14.7459 3.8325 -2.8426 0.43 0.24 -0.15
H -14.5129 2.6779 -6.3628 -0.41 0.66 0.20
H -13.1754 2.0169 -5.5036 -0.13 0.02 0.45
H -12.4741 2.8695 -7.5483 0.40 -0.07 0.09
H -11.6316 3.7329 -6.1895 0.12 -0.23 -0.03
H -13.1650 5.5306 -6.6033 -0.10 -0.06 0.01
H -12.1199 4.6564 -9.1863 -0.31 0.11 -0.14
H -11.1053 5.3932 -8.0147 -0.03 0.07 0.36
H -13.4584 6.7708 -9.4049 -0.05 -0.45 -0.08
H -11.7352 6.9935 -9.5040 0.13 0.86 0.43
H -13.7172 9.0872 -8.7710 0.12 -0.12 -0.26
H -11.9438 9.2575 -8.5757 0.05 0.09 -0.02
H -13.0894 9.5381 -7.2246 0.28 -0.09 0.16
C -12.2119 -8.4325 -5.8827 0.18 -0.63 0.04
O -13.1630 -7.5129 -6.3552 0.35 0.20 0.10
C -13.3637 -6.4916 -5.3952 -1.08 -0.28 0.25
C -14.4003 -5.5244 -5.9118 -0.05 0.61 -0.36
N -14.7917 -4.5413 -4.9097 -0.30 -0.88 0.00
C -15.9001 -3.7487 -5.3924 0.16 1.42 -0.35
C -16.1662 -2.5605 -4.4746 -0.01 -0.17 1.35
O -15.1590 -1.5599 -4.3649 0.15 -0.30 -0.25
C -14.9139 -0.8843 -5.5767 0.16 -0.19 -0.49
H -12.5452 -8.9987 -5.0018 -0.17 0.42 0.19
H -11.2716 -7.9262 -5.6404 0.06 -0.10 -0.04
H -12.0403 -9.2181 -6.6204 0.04 0.38 -0.33
H -12.4545 -5.9464 -5.1183 0.19 -0.20 -0.11
H -13.7994 -6.9579 -4.5004 0.31 0.11 0.23
H -15.3018 -6.0529 -6.2371 0.04 -0.26 0.13
H -14.0362 -5.0447 -6.8361 0.14 0.02 -0.01
H -13.9878 -4.0069 -4.5667 -0.56 0.09 -0.44
H -16.8444 -4.2930 -5.4936 0.14 -0.40 0.43
H -15.7371 -3.3904 -6.4225 0.18 0.08 -0.10
H -16.2221 -2.9638 -3.4584 0.06 -0.01 -0.15
H -17.1246 -2.0514 -4.6114 0.07 -0.20 -0.69
H -15.7999 -0.3544 -5.9431 0.10 0.15 0.14
H -14.5978 -1.5881 -6.3583 0.02 0.02 -0.01
H -14.0798 -0.2004 -5.4181 -0.18 0.15 0.11
C -17.9751 -4.4314 -1.8570 0.39 -0.40 0.09
O -17.5245 -3.1086 -1.6442 -0.66 -0.61 -0.23
C -18.3409 -2.3867 -0.7460 0.38 1.13 0.24
C -17.9136 -0.9390 -0.9366 -1.20 -0.10 0.29
N -18.2977 -0.4335 -2.2700 0.95 -1.31 0.17
C -17.5878 0.7896 -2.6490 -1.38 0.93 -0.39
C -17.9027 1.9752 -1.7378 0.23 -0.42 0.32
O -17.0299 1.8629 -0.6302 0.40 0.23 0.00
C -17.0534 2.8954 0.3277 0.37 0.28 -0.27
H -17.3161 -4.9372 -2.5633 0.17 0.30 -0.11
H -18.9827 -4.4523 -2.2814 -0.13 0.04 0.25
H -17.8959 -4.9911 -0.9178 -0.40 -0.05 0.00
H -18.1553 -2.6544 0.3025 0.15 -0.27 -0.09
H -19.4265 -2.4774 -0.8839 0.12 -0.37 -0.58
H -16.8300 -0.9209 -0.7791 -0.08 0.52 0.32
H -18.5305 -0.3943 -0.2194 0.73 0.34 0.26
H -17.8903 -1.1842 -2.8363 -0.43 0.36 -0.48
H -18.0013 1.1317 -3.6012 0.10 -0.39 -0.30
H -16.5143 0.6536 -2.8013 0.10 0.06 0.33
H -18.9347 1.9842 -1.3577 -0.11 -0.36 -0.27
H -17.8263 2.8942 -2.3351 0.56 0.14 0.29
H -16.6564 2.4643 1.2484 -0.43 0.06 0.18
H -18.0449 3.3473 0.4322 -0.06 -0.24 0.31
H -16.3673 3.7172 0.0771 -0.06 -0.04 -0.25
C -9.1248 0.0418 0.8723 0.65 1.29 -1.15
O -9.5161 -0.0030 2.1995 -0.75 -0.58 0.51
C -8.5484 0.4904 3.1245 -0.34 0.38 -1.74
C -9.1673 0.5704 4.4874 0.22 0.01 0.78
N -10.4864 1.1611 4.5457 -0.48 0.75 0.21
C -10.5424 2.6052 4.2449 0.27 -0.87 -0.89
C -11.9454 3.1257 4.4211 -0.30 -0.65 0.11
O -12.7648 2.4774 3.4529 0.37 0.40 -0.17
C -13.9834 3.1444 3.2195 -0.16 -0.39 0.04
H -9.9049 -0.2141 0.1530 -0.24 -0.78 0.58
H -8.1957 -0.5034 0.6707 -0.14 -0.27 0.04
H -8.9455 1.0776 0.5247 0.33 0.08 0.46
H -8.3103 1.5050 2.7713 0.33 -0.02 0.16
H -7.6567 -0.1370 3.0301 0.15 0.08 0.44
H -8.4969 1.1903 5.0933 -0.02 -0.04 0.07
H -9.1889 -0.3981 4.9924 -0.11 -0.11 -0.24
H -11.0888 0.7682 3.8284 0.09 -0.49 0.23
H -10.3124 2.6924 3.1718 0.12 0.62 0.02
H -9.7997 3.1808 4.7974 -0.09 -0.10 0.27
H -11.9614 4.2120 4.2914 -0.13 0.04 0.05
H -12.3470 2.8114 5.3915 0.21 0.47 0.24
H -14.5249 2.5094 2.5183 -0.15 0.12 -0.04
H -13.8366 4.1353 2.7751 0.08 0.05 -0.01
H -14.5866 3.2465 4.1273 0.09 0.03 0.03
C -21.9400 3.5363 4.0406 -0.20 0.29 -0.27
O -21.1552 4.2864 3.1348 -0.27 -0.28 0.05
C -21.0579 3.7089 1.8470 0.83 1.18 -0.67
C -20.6389 4.8315 0.9036 -1.00 1.04 0.13
N -21.7332 5.7728 0.6507 -0.92 0.05 0.03
C -21.3497 6.8807 -0.1866 1.08 -0.30 -0.93
C -22.3952 7.9413 -0.3711 -0.35 0.25 -0.32
O -22.5716 8.6086 0.8569 0.35 0.02 0.52
C -23.3606 9.7627 0.7825 -0.55 0.04 0.25
H -22.8489 3.1824 3.5398 0.06 -0.17 0.06
H -22.2620 4.2230 4.8233 0.20 -0.12 0.16
H -21.3915 2.6848 4.4571 -0.01 0.04 0.02
H -22.0165 3.2962 1.5282 0.02 -0.20 -0.01
H -20.2360 2.9915 1.7381 -0.25 -0.53 0.57
H -20.3540 4.4063 -0.0625 0.29 0.05 0.09
H -19.8620 5.4638 1.3523 0.72 -0.84 -0.07
H -22.0763 6.1632 1.5235 0.11 -0.25 0.10
H -21.0435 6.4927 -1.1695 -0.50 -0.10 -0.10
H -20.3985 7.3701 0.1010 -0.21 0.13 0.57
H -23.3553 7.5532 -0.7387 0.03 -0.30 0.21
H -22.0702 8.6390 -1.1571 0.21 0.10 0.17
H -22.9743 10.4513 0.0249 -0.26 -0.02 -0.16
H -23.3771 10.2922 1.7370 0.49 -0.22 0.09
H -24.4163 9.4962 0.6369 0.07 0.11 -0.57
C -17.6926 -0.1792 2.3407 0.73 0.61 -0.75
O -17.1994 0.6115 3.4014 -0.44 0.00 0.03
C -18.2102 1.2252 4.1384 -0.87 0.65 1.38
C -17.5712 2.1296 5.2169 -0.61 -0.88 -0.74
N -17.0994 3.3849 4.6362 -0.10 0.23 -0.29
C -18.1804 4.3446 4.3510 0.46 0.00 -0.43
C -17.6416 5.5958 3.6950 -0.09 -0.01 -0.35
O -17.4297 5.3639 2.3002 0.39 -0.21 0.38
C -16.8070 6.4629 1.6942 0.08 0.37 -0.94
H -18.4611 -0.9173 2.5857 0.21 -0.05 0.47
H -16.7829 -0.6239 1.9365 -0.30 -0.43 -0.17
H -18.1038 0.4628 1.5538 -0.08 0.07 0.10
H -18.8983 0.4934 4.5872 0.29 -0.29 0.11
H -18.9036 1.8871 3.5924 0.34 -0.24 -0.75
H -16.7468 1.5498 5.6322 0.13 0.25 0.24
H -18.3323 2.2938 5.9823 0.18 0.23 0.16
H -16.8502 3.1083 3.6852 0.71 0.11 0.20
H -18.7014 4.6948 5.2424 -0.10 -0.52 0.17
H -18.8461 3.8843 3.6173 -0.63 0.35 0.36
H -16.7151 5.9121 4.1838 0.07 -0.01 -0.01
H -18.3772 6.4033 3.7655 -0.05 0.06 0.21
H -17.1678 7.4090 2.1077 0.03 0.03 0.06
H -17.0340 6.4663 0.6239 -0.32 -0.13 0.08
H -15.7113 6.4546 1.7057 0.04 -0.19 0.60
```
Forces are in eV/Å.

Summary:
- E (Eh) = -5039.4641
- ΔE to the lowest compared entry with this formula, charge and spin (kcal/mol) = 0.0
- molecular weight (u) = 1476.0
- maximum force (eV/A) = 2.1
- E_LUMO (eV) = 0.2371
- frontier orbital gap (Eh) = 0.3182

No. 3
A single C3H6N2S molecule at a distorted geometry. Source: the OMol25 dataset; level of theory: wB97M-V/def2-TZVPD.

XYZ file:
```
12
Properties=species:S:1:pos:R:3:forces:R:3
C 2.1459 1.2889 0.1513 -0.50 -1.40 -2.28
C 2.1760 -0.2532 -0.1076 0.05 -0.04 -0.56
N 1.2793 -1.1754 -0.0982 0.76 0.33 0.25
N -0.0498 -0.9618 0.2097 -0.35 0.57 -0.04
C -0.7915 0.1050 -0.1917 -0.07 -0.44 -0.07
S -2.4220 0.3039 0.0096 1.09 -0.15 -0.07
H 3.1499 1.5576 0.3807 0.71 0.44 0.17
H 1.5051 1.5311 0.9519 -0.82 0.27 1.03
H 1.7946 1.8830 -0.7598 0.58 -0.90 1.10
H 3.1732 -0.7002 -0.3909 -1.06 0.73 0.36
H -0.5110 -1.8167 0.5228 0.09 0.54 -0.15
H -0.1488 0.7976 -0.7515 -0.49 0.03 0.25
```
Forces are in eV/Å.

Summary:
- E (Eh) = -625.5455
- SMILES = C/C=N\NC=S
- ΔE to the lowest compared entry with this formula, charge and spin (kcal/mol) = 48.0
- molecular weight (u) = 102.2
- maximum force (eV/A) = 2.7
- E_LUMO (eV) = 0.2293
- frontier orbital gap (Eh) = 0.3255

Q: Among the records above, which one has the lowest ΔE to the lowest compared entry with this formula, charge and spin?
A: C60H166N10O28

Q: Which value of maximum force does entry 2 give?
A: 2.1 eV/A